Record 1
The following is a quantum chemistry calculation of C28H43NO6S in the gas phase, from the Open Molecules 2025 dataset.

```
79
Properties=species:S:1:pos:R:3:forces:R:3:lowdin_charge:R:1
C -6.52499 -4.90936 -0.74598 0.1 0.5 -0.2 -0.409
S -6.54565 -3.40679 -1.76402 -0.1 0.1 0.1 0.788
C -6.15895 -2.15909 -0.49495 0.1 -0.4 -0.4 -0.502
C -4.69586 -2.18717 -0.08406 -0.1 0.2 0.3 -0.203
C -4.37942 -1.06529 0.91074 -0.1 -0.1 0.1 -0.220
N -4.47533 0.23622 0.30565 0.1 -0.5 -0.2 0.112
C -5.19846 1.22956 0.86400 -0.1 0.3 -0.4 -0.489
O -5.86925 1.07982 1.86423 -0.2 0.1 0.4 0.068
C -5.10795 2.55198 0.11384 0.0 0.0 0.2 -0.080
C -3.77694 3.25982 0.38033 -0.1 -0.1 -0.2 -0.059
C -2.63020 2.71924 -0.44744 -0.4 0.0 0.2 -0.466
O -2.71568 1.81507 -1.24496 0.1 0.0 -0.2 0.099
O -1.51585 3.38779 -0.19209 0.0 0.3 0.2 0.044
C -0.31945 3.00027 -0.87175 0.5 -0.3 -0.4 -0.226
C 0.63726 4.20737 -0.93104 -0.2 0.0 0.1 -0.087
C 2.04266 3.66964 -0.60404 0.0 -0.1 -0.2 -0.126
C 1.87772 2.15444 -0.72144 0.0 0.1 0.5 -0.235
C 2.94595 1.24179 -0.12605 0.0 0.0 -0.7 -0.232
C 4.31280 1.54555 -0.73749 0.0 -0.1 0.4 -0.141
C 5.36447 0.57784 -0.21468 -0.2 0.0 -0.4 -0.149
C 4.96944 -0.87030 -0.50148 0.1 0.1 0.3 -0.266
C 6.06079 -1.81350 0.01440 0.0 0.1 0.0 -0.080
C 5.59045 -3.24148 0.14374 0.0 0.0 -0.3 -0.419
O 6.11873 -4.04851 0.86680 0.1 -0.1 0.1 0.095
C 4.41800 -3.55083 -0.74811 -0.2 -0.3 0.2 -0.092
C 3.21123 -2.64911 -0.43571 0.1 0.1 0.0 -0.119
C 3.58968 -1.24267 0.08701 -0.1 0.0 -0.3 -0.404
C 3.64813 -1.29559 1.61730 0.0 0.1 -0.2 0.000
C 2.54501 -0.21542 -0.42708 0.0 0.0 0.5 -0.211
C 1.12307 -0.51319 0.07158 0.0 0.0 -0.4 -0.126
C 0.08865 0.46359 -0.49257 0.0 0.0 0.2 -0.113
C 0.47836 1.89746 -0.14194 -0.3 -0.1 -0.3 -0.388
C 0.36694 2.14297 1.36548 0.1 0.0 -0.2 0.017
C -3.02411 -1.30304 1.56297 0.0 -0.3 0.0 -0.470
O -2.57076 -2.38312 1.82653 0.0 -0.2 0.0 0.123
O -2.37912 -0.16501 1.83667 0.2 0.7 0.2 0.104
H -7.21861 -4.79219 0.08179 0.0 -0.1 0.1 0.034
H -6.84712 -5.72237 -1.38771 0.0 -0.1 0.0 0.025
H -5.51978 -5.10230 -0.38365 0.0 -0.1 0.1 0.026
H -6.81740 -2.33037 0.35701 0.0 0.1 0.1 0.084
H -6.41084 -1.20149 -0.94949 -0.1 0.0 0.1 0.071
H -4.44532 -3.13754 0.38915 0.0 0.0 -0.1 0.108
H -4.06761 -2.07081 -0.97022 0.0 -0.1 0.0 0.123
H -5.11819 -1.07130 1.72814 0.2 0.0 -0.1 0.167
H -3.87676 0.45212 -0.48288 -0.1 0.1 0.1 0.123
H -5.22041 2.37486 -0.95683 0.0 0.0 0.0 0.124
H -5.92666 3.18150 0.46220 0.0 -0.1 0.0 0.123
H -3.86293 4.32477 0.15309 0.1 0.0 0.1 0.131
H -3.50331 3.17663 1.43431 0.1 0.1 0.0 0.140
H -0.59762 2.65486 -1.87406 0.1 0.0 0.2 0.159
H 0.60866 4.66654 -1.91782 0.0 0.1 0.0 0.115
H 0.30867 4.95224 -0.20765 0.0 0.1 0.0 0.118
H 2.78644 4.05570 -1.29847 0.1 0.0 0.1 0.112
H 2.34841 3.94502 0.40477 0.1 0.0 0.1 0.118
H 1.81930 1.92184 -1.79269 0.0 -0.1 -0.1 0.164
H 3.00650 1.39922 0.95283 0.0 0.0 0.1 0.146
H 4.60514 2.56920 -0.49868 0.0 0.1 -0.1 0.116
H 4.24757 1.46104 -1.82515 0.0 0.0 -0.1 0.129
H 5.49371 0.72458 0.85878 0.1 0.0 0.1 0.117
H 6.32587 0.78559 -0.69009 0.1 0.0 0.1 0.121
H 4.89063 -0.97897 -1.58935 0.0 0.0 -0.1 0.154
H 6.90572 -1.81549 -0.68046 0.1 0.0 0.0 0.139
H 6.45165 -1.47851 0.97699 0.0 -0.1 0.0 0.130
H 4.74938 -3.37974 -1.77504 0.0 0.0 -0.1 0.128
H 4.14153 -4.60070 -0.64800 0.1 0.0 0.0 0.123
H 2.59212 -3.14688 0.31098 -0.1 0.0 0.0 0.122
H 2.61741 -2.55981 -1.34726 -0.1 0.0 0.0 0.120
H 2.67504 -1.54676 2.03015 -0.1 0.0 0.1 0.084
H 3.96618 -0.34834 2.04272 0.1 0.1 0.1 0.085
H 4.34232 -2.06625 1.94116 0.1 -0.1 0.2 0.090
H 2.53009 -0.30967 -1.52109 0.0 0.0 -0.1 0.156
H 1.09690 -0.46652 1.15915 0.0 -0.1 0.1 0.102
H 0.83896 -1.52497 -0.21927 0.0 -0.1 0.1 0.119
H -0.90049 0.22470 -0.10139 0.0 0.0 -0.1 0.096
H 0.04238 0.35808 -1.57897 0.0 0.0 -0.1 0.133
H -0.63614 1.88444 1.69968 -0.1 0.0 0.1 0.081
H 1.08071 1.54723 1.92433 0.1 0.0 0.1 0.083
H 0.53515 3.18918 1.60063 0.0 0.1 0.2 0.094
H -1.53869 -0.35933 2.28398 -0.2 -0.2 -0.1 0.130
```
Positions in Å, forces in eV/Å.

## Properties
* spin multiplicity: 1
* LUMO level: 0.017 Ha
* energy above the lowest of the compared OMol25 structures with the same formula, charge and spin: 4.9 kcal per mole
* highest occupied orbital energy: -0.31348 Ha
* total energy: -54347.68011 eV

=====

Record 2
The following is a quantum chemistry calculation of a molecular structure, C28H43NOP2Sc, from the Open Molecules 2025 dataset.

```
76
Properties=species:S:1:pos:R:3:forces:R:3:lowdin_charge:R:1
Sc -1.24352 -0.21507 1.10819 0.0 -0.1 -0.4 0.879
C 1.28969 0.64656 4.05324 0.0 0.0 0.0 -0.110
C 0.64894 1.98086 3.66261 0.0 -0.1 0.0 -0.538
C 1.52798 3.16416 4.04991 0.0 0.0 0.1 -0.094
P 0.16750 1.88278 1.88945 0.2 0.1 0.0 1.053
C -0.65428 3.46732 1.41218 -0.1 0.0 -0.1 -0.519
C 0.23763 4.61611 0.95037 0.0 0.0 0.0 -0.101
C -1.68829 3.13220 0.32697 0.1 0.0 0.0 -0.121
C 1.65152 1.58387 0.89676 -0.1 0.0 0.0 -0.288
C 2.70766 2.49639 0.80922 0.0 0.0 0.0 -0.056
C 3.82677 2.26634 0.02833 0.0 0.0 0.0 -0.268
C 4.96606 3.24817 -0.03079 0.0 0.0 0.0 -0.042
C 3.84991 1.07648 -0.69829 0.0 0.0 0.0 -0.017
C 2.82742 0.15130 -0.62436 0.0 -0.1 0.0 -0.022
C 1.70655 0.36154 0.19021 -0.1 -0.1 0.0 -0.308
N 0.63768 -0.54525 0.27530 -0.1 0.2 0.2 -0.133
C 0.72957 -1.78772 -0.40015 0.0 0.0 0.0 -0.335
C 1.77605 -2.67690 -0.15266 0.1 -0.1 0.1 -0.026
C 1.87199 -3.87296 -0.83572 0.0 0.0 0.0 -0.015
C 0.92384 -4.23958 -1.78969 0.0 0.0 0.0 -0.259
C 1.02740 -5.54443 -2.53292 0.0 0.0 0.0 -0.039
C -0.14053 -3.37696 -2.00773 0.0 0.0 0.0 -0.035
C -0.26730 -2.16583 -1.32079 -0.1 0.0 0.0 -0.278
P -1.70327 -1.04214 -1.44817 0.0 -0.1 0.1 1.067
C -3.25451 -2.00154 -1.76976 0.0 0.0 0.0 -0.523
C -3.76967 -2.56550 -0.44033 0.0 0.0 0.0 -0.123
C -3.28740 -3.10978 -2.82699 -0.1 0.0 0.0 -0.111
C -1.42512 0.07305 -2.89097 0.0 0.0 0.0 -0.531
C -1.45094 -0.62797 -4.24532 0.0 0.1 -0.1 -0.099
C -0.11708 0.84258 -2.70217 0.0 0.0 0.0 -0.106
H 1.53855 0.64161 5.11517 0.0 0.0 0.0 0.087
H 2.21126 0.48466 3.49035 0.0 0.0 0.0 0.084
H 0.62157 -0.19672 3.86346 0.0 0.0 0.0 0.059
H -0.31225 2.07310 4.18134 0.0 0.0 0.0 0.110
H 2.50638 3.11013 3.57239 0.0 0.0 0.0 0.075
H 1.69182 3.14535 5.12924 0.0 0.0 0.0 0.088
H 1.06553 4.12027 3.80605 0.0 0.0 0.0 0.069
H -1.19056 3.76488 2.31991 0.0 0.0 0.0 0.117
H 0.77611 4.35106 0.03993 0.0 0.0 0.0 0.083
H 0.96368 4.91629 1.70429 0.0 0.0 0.0 0.063
H -0.38551 5.48484 0.72929 0.0 0.0 0.0 0.088
H -1.19655 2.72391 -0.56197 0.0 0.0 0.0 0.062
H -2.22817 4.02745 0.01564 0.0 0.0 0.0 0.092
H -2.43627 2.41387 0.68141 0.0 0.0 0.0 0.058
H 2.64893 3.42699 1.35763 0.0 0.0 0.0 0.093
H 4.65380 4.23374 0.31381 0.0 0.0 0.0 0.078
H 5.34601 3.34970 -1.04745 0.0 0.0 0.0 0.082
H 5.79714 2.92384 0.59833 0.0 0.0 0.0 0.086
H 4.69410 0.86675 -1.34607 0.0 0.0 0.0 0.123
H 2.89597 -0.75171 -1.21535 0.0 0.0 0.0 0.110
H 2.52851 -2.40404 0.57750 0.0 0.0 0.0 0.127
H 2.70371 -4.53626 -0.62836 0.0 0.0 0.0 0.122
H 2.06499 -5.85875 -2.63636 0.0 0.0 0.0 0.081
H 0.59320 -5.46640 -3.52933 0.0 0.0 0.0 0.081
H 0.49421 -6.33480 -2.00077 0.0 0.0 0.0 0.089
H -0.87905 -3.65531 -2.74416 0.0 0.0 0.0 0.088
H -3.93573 -1.20284 -2.08731 0.0 0.0 0.0 0.114
H -3.02728 -3.23896 0.00111 0.0 0.0 0.0 0.085
H -4.67485 -3.15166 -0.60671 0.0 0.0 0.0 0.089
H -4.00993 -1.78087 0.27325 0.0 0.0 0.0 0.047
H -2.88649 -4.03890 -2.42246 0.0 0.0 0.0 0.077
H -2.75485 -2.87011 -3.74382 0.0 0.0 0.0 0.052
H -4.32923 -3.30030 -3.09167 0.0 0.0 0.0 0.090
H -2.25982 0.78070 -2.83675 0.0 0.0 0.0 0.111
H -0.72252 -1.44109 -4.28545 0.0 0.0 0.0 0.084
H -1.18352 0.09020 -5.02316 0.0 0.0 0.0 0.087
H -2.43601 -1.02140 -4.48937 0.0 0.0 0.0 0.066
H 0.73823 0.16563 -2.73878 0.0 0.0 0.0 0.083
H -0.07545 1.37519 -1.75142 0.0 0.0 0.0 0.043
H -0.00043 1.57315 -3.50408 0.0 0.0 0.0 0.092
C -3.19681 -1.18733 4.00223 -0.2 0.1 0.0 -0.065
C -2.54742 -0.72535 2.75641 0.0 -0.1 -0.1 -0.366
O -3.22277 -0.12522 1.88250 0.2 0.0 0.2 -0.150
H -4.22327 -0.82426 4.07483 0.0 0.0 0.1 0.088
H -2.60570 -0.86863 4.86193 0.0 0.0 0.0 0.084
H -3.18550 -2.28046 4.00689 0.0 0.0 0.0 0.093
```
Positions in Å, forces in eV/Å.

## Properties
* spin multiplicity: 1
* LUMO level: -0.104 Ha
* net charge: +1
* highest occupied orbital energy: -0.36699 Ha
* total energy: -72546.43440 eV

=====

Record 3
The following is a quantum chemistry calculation of a molecular structure, C28H44BeBrN3P2, from the Open Molecules 2025 dataset.

```
79
Properties=species:S:1:pos:R:3:forces:R:3:lowdin_charge:R:1
C -4.53794 -2.25158 0.56958 0.3 0.4 0.0 -0.013
C -4.10668 -0.97726 0.15018 -0.8 -0.1 -0.3 -0.244
C -4.97790 0.11137 0.38019 0.4 -0.4 0.1 -0.008
C -6.10485 -0.11622 1.18354 0.5 0.4 -0.5 -0.119
N -6.43739 -1.29919 1.68283 0.0 0.1 0.1 0.087
C -5.68689 -2.33911 1.35342 0.5 -0.2 -0.4 -0.120
C -2.88267 -0.86541 -0.60553 2.3 0.2 -1.6 0.054
C -1.81346 -0.80728 -1.23691 -2.5 -0.7 1.9 0.031
C -0.93983 -0.67879 -2.35402 0.5 0.4 0.5 -0.179
C 0.48036 -0.40862 -2.40185 -0.3 0.9 -1.0 -0.135
C 0.97400 0.26286 -3.53543 0.2 -1.0 -0.3 -0.170
C 0.13077 0.49738 -4.59304 0.7 2.0 -1.8 -0.606
C -1.12871 -0.07224 -4.70674 0.8 0.0 0.4 -0.013
C -1.61489 -0.67010 -3.55369 0.0 0.5 -0.7 0.006
Be 1.95220 0.28460 -1.16618 -3.3 1.4 1.8 0.405
P -0.30816 -0.07518 1.54848 0.0 0.2 -0.6 0.894
H -4.79545 1.08844 -0.07905 0.0 -0.3 0.4 0.121
H -3.99390 -3.14211 0.25225 -0.1 0.2 0.3 0.123
H -6.75966 0.71558 1.41731 0.0 -0.1 0.0 0.116
H -5.99492 -3.30723 1.71726 -0.2 -0.1 0.1 0.114
H -2.59673 -1.06391 -3.55625 -0.9 -0.2 0.0 0.131
H 1.13590 -1.16955 -2.05499 0.4 -0.6 0.8 0.081
H -1.72268 -0.05456 -5.61288 0.2 0.2 0.0 0.137
H 2.04354 0.49597 -3.70620 -0.6 -0.3 0.3 0.112
C 1.05349 0.13675 2.77889 -0.5 -0.2 -0.4 -0.437
C 0.63745 0.48135 4.19766 0.7 0.0 0.5 -0.142
H 1.74116 0.89295 2.36899 -0.1 -0.2 0.2 0.048
H 1.59125 -0.82040 2.73864 0.1 0.2 0.2 0.063
H 1.57029 0.61671 4.75393 -0.2 0.2 0.3 0.081
H 0.07332 1.42186 4.25604 0.1 -0.3 0.0 0.074
H 0.09198 -0.33051 4.69681 0.0 0.4 -0.3 0.062
C -1.70634 0.97146 2.15321 0.6 -0.2 -0.2 -0.406
C -2.63585 0.38388 3.20050 -0.6 0.6 0.2 -0.140
H -2.26798 1.23656 1.24114 0.1 0.0 0.3 0.055
H -1.22088 1.88807 2.52031 -0.3 -0.1 -0.1 0.053
H -3.41298 1.14001 3.34985 -0.2 -0.3 0.2 0.082
H -3.13688 -0.53266 2.85614 0.2 0.2 0.2 0.065
H -2.15360 0.22986 4.17788 -0.2 0.0 -0.5 0.070
C -0.88752 -1.78477 1.86063 0.1 0.3 0.1 -0.417
C -0.85569 -2.27668 3.30335 -0.4 -0.8 -0.1 -0.140
H -0.28859 -2.43990 1.20474 -0.1 0.0 0.2 0.062
H -1.90230 -1.80020 1.44885 0.2 -0.2 0.2 0.035
H -1.17644 -3.32284 3.25884 0.1 0.0 0.4 0.079
H 0.15143 -2.24487 3.73972 -0.4 0.0 -0.1 0.067
H -1.58072 -1.75994 3.94905 0.5 -0.2 -0.3 0.062
Br 0.89656 1.73178 -5.91556 -0.8 -0.9 0.5 0.752
P 0.85600 2.52863 -0.44238 0.6 -1.9 -0.4 0.964
C 0.61821 3.47557 1.11439 0.1 -0.3 0.2 -0.378
C 1.37115 4.80468 1.20381 -0.1 0.3 0.1 -0.121
H 0.92080 2.80111 1.93829 -0.2 0.4 -0.3 0.058
H -0.46752 3.64169 1.21880 0.4 -0.2 -0.1 0.085
H 1.20770 5.21874 2.20868 0.1 0.0 -0.3 0.092
H 2.45458 4.67833 1.06783 -0.3 0.1 0.0 0.073
H 0.99360 5.54411 0.48102 0.2 -0.3 0.2 0.072
C 2.53110 2.89739 -1.09304 0.2 1.3 -0.1 -0.421
C 2.67842 4.11527 -2.00629 0.7 0.0 -0.5 -0.119
H 2.90409 1.99599 -1.65827 0.0 0.2 0.0 0.044
H 3.19983 3.00857 -0.22256 -0.1 -0.3 -0.2 0.093
H 3.71710 4.16341 -2.36238 -0.2 0.1 0.0 0.089
H 2.04320 4.04982 -2.89761 0.0 0.0 0.2 0.074
H 2.47200 5.06219 -1.49212 0.0 -0.4 0.0 0.079
C -0.42883 3.11316 -1.61003 -0.1 -0.2 -0.1 -0.377
C -0.76441 4.60247 -1.56915 -0.1 0.3 -0.2 -0.126
H -1.32546 2.51732 -1.36040 0.3 0.1 -0.1 0.083
H -0.13626 2.80603 -2.62616 0.0 0.0 0.2 0.072
H -1.53032 4.81840 -2.32417 0.1 0.0 0.2 0.089
H -1.17590 4.91207 -0.60216 0.1 -0.1 -0.2 0.076
H 0.10114 5.23397 -1.80038 -0.2 -0.2 0.1 0.066
C 3.59166 -4.17359 0.33857 0.1 -0.4 1.0 0.014
N 2.96140 -3.23560 -0.59486 -0.2 -0.3 0.2 -0.127
C 2.79767 -3.70720 -1.99336 -0.6 0.1 -0.6 0.024
C 2.43508 -2.11777 -0.22040 0.2 3.6 -0.8 -0.092
N 2.08665 -0.96119 -0.14810 1.8 -4.0 -0.4 0.148
H 4.09063 -4.95941 -0.21226 0.0 0.1 -0.2 0.100
H 2.85920 -4.64606 0.98740 -0.2 0.0 0.0 0.108
H 4.32872 -3.69002 0.97183 0.0 0.3 -0.1 0.109
H 1.78047 -4.05216 -2.19191 0.0 0.1 0.2 0.110
H 3.04129 -2.93934 -2.73310 0.1 0.1 0.3 0.103
H 3.45824 -4.55261 -2.16856 0.1 0.2 0.3 0.104
```
Positions in Å, forces in eV/Å.

## Properties
* spin multiplicity: 1
* LUMO level: -0.259 Ha
* energy above the lowest of the compared OMol25 structures with the same formula, charge and spin: 125.9 kcal per mole
* net charge: +2
* highest occupied orbital energy: -0.45484 Ha
* total energy: -123222.40933 eV